No. 1
59
Properties=species:S:1:pos:R:3 method="wB97M-V/def2-TZVPD" charge=+1 gap_ev=6.398 homo_energy_ev=-12.326
C -0.029 -0.398 -1.893
C -0.360 1.213 -1.712
C -1.505 1.338 -0.507
F -2.853 0.996 -1.016
C -1.406 2.755 0.311
C -0.191 2.867 1.450
C 0.852 1.644 1.794
O 1.507 0.889 0.908
O 1.133 1.369 3.239
C 0.483 0.093 3.608
C -1.097 0.472 3.984
C -2.100 -0.203 2.876
C -3.260 -1.176 3.505
F -4.511 -0.364 3.601
F -2.900 -1.840 4.780
C -3.576 -2.381 2.414
F -2.598 -3.496 2.634
F -3.597 -1.902 0.997
F -4.923 -2.940 2.687
C -0.045 4.259 2.307
C -1.071 5.504 2.011
N -2.145 5.341 0.956
I -3.415 6.981 0.685
C -2.350 4.078 0.104
Cl -3.699 4.099 -1.166
H -0.527 -0.720 -2.912
H 1.121 -0.640 -1.956
H -0.481 -1.078 -1.053
H 0.610 1.826 -1.395
H -0.756 1.617 -2.742
H -1.222 0.483 0.276
H 0.547 -0.719 2.741
H 1.056 -0.382 4.531
H -1.249 1.656 3.982
H -1.273 0.129 5.089
H -1.520 -0.806 2.030
H -2.655 0.683 2.319
H 0.766 4.431 3.165
H -0.928 6.502 2.651
C -2.742 -3.659 -3.119
Cl -1.073 -3.109 -3.337
Cl -3.343 -3.203 -1.515
Cl -3.787 -2.996 -4.387
H -2.758 -4.749 -3.195
C 4.497 -0.688 -0.746
Cl 3.296 -1.877 -1.277
Cl 6.091 -1.444 -0.583
Cl 4.567 0.674 -1.878
H 4.195 -0.307 0.233
C -0.936 -4.931 -7.015
Cl -1.499 -5.617 -5.481
Cl -1.664 -3.339 -7.289
Cl 0.832 -4.818 -7.034
H -1.248 -5.596 -7.825
C 9.057 0.635 -0.129
Cl 10.074 -0.443 -1.100
Cl 9.950 1.232 1.280
Cl 8.469 1.987 -1.112
H 8.193 0.066 0.226

=====

No. 2
53
Properties=species:S:1:pos:R:3 method="wB97M-V/def2-TZVPD" charge=-2 spin_multiplicity=3 gap_ev="5.442 / 5.057" homo_energy_ev="-1.432 / -1.611" de_lowest_kcal_mol=97.36
Ni 0.245 1.896 0.516
Se -0.814 3.193 2.122
Se -1.921 5.035 2.753
Te -3.825 3.764 -0.220
Se -1.584 2.651 0.013
N -2.886 0.137 1.325
C -2.838 0.641 2.559
N -3.657 1.663 2.862
S -1.796 0.009 3.713
H -3.569 0.467 0.654
H -2.347 -0.689 1.087
H -4.077 2.212 2.114
H -3.497 2.146 3.733
F -3.891 -4.231 -4.909
C -3.195 -3.780 -3.841
C -3.834 -3.065 -2.834
F -5.153 -2.811 -2.933
C -3.116 -2.644 -1.732
F -3.750 -1.961 -0.767
C -1.750 -2.910 -1.583
Se -0.815 -2.362 -0.095
C -1.132 -3.621 -2.617
F 0.178 -3.910 -2.539
C -1.838 -4.053 -3.722
F -1.223 -4.765 -4.694
Cl 0.376 2.827 -3.883
C 1.794 2.159 -3.133
C 3.017 2.377 -3.735
C 4.172 1.875 -3.159
C 4.087 1.149 -1.977
C 2.863 0.900 -1.404
C 1.663 1.392 -1.955
C 0.382 1.076 -1.367
H 3.061 2.922 -4.667
H 5.125 2.044 -3.644
H 4.991 0.768 -1.521
H 2.818 0.322 -0.490
H 0.324 0.056 -0.937
H -0.455 1.247 -2.057
O 2.005 1.669 1.632
S 0.979 0.795 2.266
C 1.558 0.662 4.012
C 2.332 -0.641 4.142
C 2.749 -1.046 2.731
C 1.499 -0.898 1.901
H 0.686 0.712 4.664
H 2.187 1.539 4.172
H 1.679 -1.413 4.559
H 3.194 -0.523 4.805
H 3.163 -2.056 2.687
H 3.497 -0.344 2.343
H 0.685 -1.553 2.222
H 1.654 -1.030 0.831

=====

No. 3
46
Properties=species:S:1:pos:R:3 method="wB97M-V/def2-TZVPD" charge=0 gap_ev=9.026 homo_energy_ev=-9.325 smiles="Cc1c(O)c(O)c2c(c1S(=O)(=O)N(C)C)CN(Cc1ccc(F)c(Cl)c1)C2=O" de_lowest_kcal_mol=92.48
C 1.823 2.035 3.667
C 0.937 0.983 3.076
C 0.143 0.291 3.947
O 0.430 0.117 5.295
C -0.921 -0.330 3.481
O -1.874 -0.816 4.442
C -1.346 -0.401 2.166
C -0.491 0.302 1.266
C 0.651 1.087 1.706
S 1.563 1.970 0.381
O 0.633 2.635 -0.459
O 2.551 2.953 0.834
N 2.262 0.813 -0.672
C 2.938 -0.125 0.217
C 2.902 1.476 -1.756
C -1.123 0.069 -0.133
N -2.048 -1.032 0.031
C -2.924 -1.509 -1.050
C -2.205 -1.304 -2.429
C -2.550 -0.387 -3.441
C -1.749 -0.248 -4.679
C -0.669 -1.118 -4.882
F -0.164 -1.439 -6.102
C -0.273 -2.042 -3.899
Cl 1.184 -3.103 -4.057
C -1.053 -2.018 -2.668
C -2.279 -1.196 1.451
O -3.189 -1.855 1.940
H 2.839 2.020 3.311
H 1.377 3.080 3.403
H 1.908 2.048 4.758
H -0.358 -0.274 5.639
H -2.503 -1.469 4.066
H 3.445 0.452 0.959
H 2.248 -0.824 0.734
H 3.644 -0.823 -0.227
H 2.219 2.145 -2.354
H 3.798 2.063 -1.464
H 3.189 0.661 -2.504
H -1.547 1.049 -0.589
H -0.349 -0.332 -0.863
H -3.868 -0.901 -0.994
H -2.994 -2.662 -0.960
H -3.486 0.231 -3.334
H -2.093 0.357 -5.450
H -0.628 -2.629 -1.806

=====

No. 4
45
Properties=species:S:1:pos:R:3 method="wB97M-V/def2-TZVPD" charge=0 gap_ev=7.418 homo_energy_ev=-7.755
N -1.869 -2.805 -0.030
C -1.946 -1.483 -0.231
C -3.147 -0.776 -0.255
C -4.414 -1.379 0.029
O -4.502 -2.574 0.325
C -5.628 -0.518 0.003
C -6.555 -0.653 1.032
C -7.703 0.114 1.053
C -7.936 1.009 0.021
C -7.040 1.134 -1.030
C -5.887 0.371 -1.035
H -5.204 0.452 -1.866
H -7.245 1.821 -1.836
Cl -9.369 1.974 0.036
H -8.415 0.018 1.858
H -6.361 -1.366 1.820
S -2.920 0.969 -0.541
C -1.214 0.741 -0.640
N -0.261 1.611 -0.852
S 1.191 0.862 -0.857
C 0.547 -0.728 -0.557
C -0.828 -0.623 -0.461
S 1.495 -2.175 -0.431
C 3.177 -1.510 -0.606
H 3.798 -2.378 -0.825
H 3.174 -0.837 -1.465
C 3.644 -0.758 0.641
N 4.485 0.353 0.248
C 5.826 -0.059 -0.132
C 6.587 1.156 -0.662
O 6.651 2.181 0.299
C 5.356 2.573 0.686
C 4.564 1.396 1.257
H 3.554 1.727 1.505
H 5.061 1.036 2.175
H 5.482 3.354 1.438
H 4.813 2.980 -0.180
H 7.619 0.892 -0.900
H 6.083 1.525 -1.568
H 5.763 -0.816 -0.915
H 6.373 -0.483 0.730
H 4.150 -1.451 1.334
H 2.777 -0.345 1.161
H -0.979 -3.264 0.037
H -2.747 -3.268 0.186

=====

No. 5
46
Properties=species:S:1:pos:R:3 method="wB97M-V/def2-TZVPD" charge=0 gap_ev=7.974 homo_energy_ev=-8.288 smiles="COc1cc(C(=O)NNC(=S)NC(=O)c2ccc(F)cc2)cc(OC)c1OC" de_lowest_kcal_mol=0.00
C -0.864 3.292 -1.596
O -1.041 1.964 -2.029
C -1.207 0.985 -1.085
C -1.070 1.225 0.273
C -1.204 0.211 1.215
C -0.777 0.557 2.586
O -0.533 1.693 2.941
N -0.557 -0.511 3.448
N 0.436 -0.349 4.405
C 1.674 0.108 4.109
S 2.674 0.676 5.277
N 2.085 0.113 2.786
C 1.716 -0.742 1.769
O 1.181 -1.813 1.984
C 1.960 -0.248 0.392
C 2.245 1.084 0.096
C 2.341 1.497 -1.219
C 2.135 0.575 -2.231
F 2.209 0.988 -3.508
C 1.845 -0.752 -1.967
C 1.761 -1.155 -0.650
C -1.548 -1.073 0.795
C -1.678 -1.336 -0.556
O -1.962 -2.558 -1.077
C -2.065 -3.653 -0.199
C -1.486 -0.320 -1.522
O -1.581 -0.767 -2.796
C -1.508 0.108 -3.902
H -0.816 3.886 -2.507
H -1.705 3.630 -0.983
H 0.067 3.413 -1.034
H -0.818 2.205 0.643
H -0.525 -1.434 3.019
H 0.134 -0.198 5.361
H 2.840 0.763 2.610
H 2.361 1.817 0.880
H 2.564 2.523 -1.470
H 1.679 -1.442 -2.778
H 1.530 -2.179 -0.403
H -1.717 -1.860 1.509
H -2.223 -4.522 -0.836
H -2.917 -3.548 0.481
H -1.148 -3.790 0.383
H -1.656 -0.531 -4.772
H -2.291 0.867 -3.870
H -0.535 0.597 -3.971

=====

No. 6
47
Properties=species:S:1:pos:R:3 method="wB97M-V/def2-TZVPD" charge=0 gap_ev=7.542 homo_energy_ev=-7.574 de_lowest_kcal_mol=13.45
Mg -0.891 0.000 -0.775
O 0.121 2.611 3.537
C 0.362 1.379 3.076
O -0.482 0.524 3.004
C 1.832 1.177 2.723
O 2.039 0.705 1.415
C 2.157 1.772 0.466
C 0.841 2.446 0.031
O 0.786 3.659 0.126
O -0.077 1.685 -0.445
H -0.829 2.670 3.726
H 2.206 0.418 3.415
H 2.380 2.107 2.894
H 2.633 1.332 -0.410
H 2.810 2.545 0.875
I 1.665 -0.514 -2.604
C 0.622 -2.092 -3.488
C 1.334 -2.934 -4.292
C 0.687 -4.016 -4.920
C -0.646 -4.205 -4.727
C -1.398 -3.336 -3.897
C -2.786 -3.553 -3.731
C -3.509 -2.729 -2.927
C -2.864 -1.675 -2.237
C -1.518 -1.381 -2.351
C -0.776 -2.240 -3.229
H 2.391 -2.771 -4.452
H 1.257 -4.686 -5.551
H -1.164 -5.027 -5.208
H -3.250 -4.380 -4.256
H -4.576 -2.876 -2.806
H -3.496 -1.073 -1.592
C -0.202 -3.734 3.558
N -0.569 -2.703 2.618
C -1.939 -2.296 2.347
C -1.714 -1.328 1.208
O -2.506 -0.577 0.654
N -0.409 -1.352 0.839
C 0.232 -2.126 1.703
N 1.554 -2.281 1.653
H -0.874 -3.692 4.413
H 0.805 -3.563 3.938
H -0.253 -4.732 3.115
H -2.390 -1.791 3.202
H -2.570 -3.130 2.031
H 2.050 -1.577 1.122
H 2.047 -2.790 2.362

=====

No. 7
44
Properties=species:S:1:pos:R:3 method="wB97M-V/def2-TZVPD" charge=+3 gap_ev=6.105 homo_energy_ev=-18.982
N 1.355 -1.772 -1.273
C 1.535 -2.063 0.157
C 1.635 -0.784 0.955
C 0.510 0.223 0.701
C 0.769 1.632 0.583
C 2.158 2.303 0.652
C 2.407 3.117 -0.646
C 3.052 2.382 -1.776
N 2.658 0.971 -1.959
O 3.827 2.892 -2.523
C -0.279 2.530 0.432
C -1.580 2.130 0.371
C -1.839 0.778 0.452
C -0.857 -0.155 0.630
C -1.336 -1.591 0.741
C -1.523 -2.286 -0.433
C -1.963 -3.603 -0.402
C -2.215 -4.079 0.874
C -2.018 -3.259 1.964
N -1.559 -2.003 1.976
C -3.354 0.621 0.308
O -4.027 -0.359 0.135
N -3.853 1.925 0.368
C -2.882 2.924 0.227
O -3.031 4.102 0.074
H 2.290 -1.561 -1.638
H 1.160 -2.681 -1.714
H 0.782 -2.766 0.498
H 2.490 -2.587 0.271
H 2.565 -0.270 0.694
H 1.748 -1.034 2.014
H 2.963 1.636 0.956
H 2.098 3.066 1.433
H 3.049 3.962 -0.400
H 1.433 3.517 -0.941
H 1.733 0.888 -1.547
H 3.307 0.395 -1.424
H -0.079 3.597 0.379
H -1.314 -1.798 -1.411
H -2.119 -4.233 -1.267
H -2.568 -5.092 1.018
H -2.262 -3.670 2.941
H -4.745 2.086 -0.092
La -0.120 -0.030 -2.358

=====

No. 8
50
Properties=species:S:1:pos:R:3 method="wB97M-V/def2-TZVPD" charge=0 spin_multiplicity=6 gap_ev="6.471 / 7.299" homo_energy_ev="-6.817 / -7.652"
Mn 0.835 1.180 0.851
N -3.319 -4.418 -1.371
C -2.312 -3.863 -0.584
C -2.603 -2.838 0.320
C -1.615 -2.334 1.148
C -0.327 -2.849 1.082
C -0.024 -3.869 0.192
C -1.011 -4.369 -0.641
S 0.915 -2.175 2.150
O 0.225 -1.628 3.282
O 1.929 -3.170 2.348
N 1.482 -0.898 1.318
C 2.296 -1.004 0.255
N 2.613 0.238 -0.231
C 3.338 0.306 -1.335
C 3.807 -0.827 -1.974
C 3.437 -2.038 -1.409
N 2.687 -2.151 -0.325
H -4.125 -3.835 -1.525
H -3.012 -4.892 -2.203
H -3.614 -2.452 0.384
H -1.837 -1.552 1.863
H 0.985 -4.258 0.165
H -0.781 -5.176 -1.327
H 3.552 1.303 -1.707
H 4.415 -0.774 -2.864
H 3.750 -2.974 -1.864
N -0.437 4.476 -1.595
C 0.349 5.320 -0.842
C 1.111 4.512 -0.055
N 0.798 3.204 -0.304
C -0.137 3.209 -1.225
C -0.731 1.966 -1.659
N -0.486 0.855 -1.001
C -1.151 -0.147 -1.656
C -1.818 0.374 -2.721
N -1.546 1.725 -2.710
H -1.161 4.767 -2.227
H 0.294 6.389 -0.939
H 1.842 4.780 0.687
H -1.113 -1.168 -1.309
H -2.446 -0.076 -3.469
H -1.859 2.388 -3.397
C -0.801 2.878 4.661
O -1.118 2.220 3.423
C -0.098 2.037 2.572
O 1.024 2.488 2.857
H -1.734 2.942 5.213
H -0.398 3.874 4.478
H -0.067 2.302 5.221

=====

No. 9
41
Properties=species:S:1:pos:R:3 method="wB97M-V/def2-TZVPD" charge=0 gap_ev=9.086 homo_energy_ev=-8.374 smiles="C[C@@H](NC(=O)C[C@@H]1Sc2ccccc2NC1=O)c1ccccc1" de_lowest_kcal_mol=0.00
C -3.959 -2.266 0.847
C -2.986 -1.093 0.767
N -1.819 -1.477 -0.013
C -0.565 -1.454 0.479
O -0.305 -1.169 1.629
C 0.506 -1.841 -0.533
C 1.825 -1.172 -0.179
S 1.812 0.566 -0.758
C 3.419 1.001 -0.179
C 3.690 2.301 0.221
C 4.955 2.646 0.659
C 5.956 1.689 0.704
C 5.695 0.393 0.298
C 4.429 0.035 -0.152
N 4.207 -1.258 -0.625
C 3.018 -1.898 -0.768
O 2.945 -2.990 -1.288
C -3.560 0.182 0.183
C -2.720 1.290 0.102
C -3.166 2.479 -0.442
C -4.465 2.580 -0.913
C -5.307 1.487 -0.835
C -4.858 0.293 -0.293
H -4.810 -2.010 1.472
H -3.454 -3.122 1.288
H -4.312 -2.545 -0.143
H -2.599 -0.876 1.771
H -1.974 -1.695 -0.984
H 0.653 -2.925 -0.495
H 0.205 -1.574 -1.547
H 1.926 -1.137 0.913
H 2.899 3.033 0.180
H 5.158 3.660 0.968
H 6.944 1.951 1.050
H 6.474 -0.354 0.319
H 5.024 -1.789 -0.900
H -1.708 1.212 0.473
H -2.501 3.327 -0.497
H -4.818 3.509 -1.337
H -6.322 1.558 -1.199
H -5.535 -0.546 -0.243

=====

No. 10
41
Properties=species:S:1:pos:R:3 method="wB97M-V/def2-TZVPD" charge=0 gap_ev=9.102 homo_energy_ev=-9.103 smiles="O=C(COC(=O)c1cccnc1)N[C@H]1CCCc2ccccc21" de_lowest_kcal_mol=9.70
O 2.911 2.121 -0.527
C 1.943 1.472 -0.847
C 1.245 1.696 -2.199
O -0.072 1.165 -2.249
C -0.984 1.777 -1.467
O -0.733 2.730 -0.775
C -2.308 1.116 -1.536
C -2.624 0.153 -2.491
C -3.887 -0.412 -2.466
C -4.780 0.010 -1.489
N -4.485 0.920 -0.575
C -3.284 1.460 -0.598
N 1.400 0.491 -0.109
C 1.748 0.254 1.285
C 0.637 0.780 2.197
C -0.555 -0.170 2.193
C -0.134 -1.513 2.779
C 1.114 -2.052 2.135
C 1.402 -3.410 2.232
C 2.550 -3.939 1.675
C 3.436 -3.110 1.005
C 3.162 -1.761 0.905
C 2.010 -1.221 1.468
H 1.803 1.193 -2.990
H 1.231 2.775 -2.384
H -1.895 -0.135 -3.234
H -4.176 -1.159 -3.189
H -5.780 -0.400 -1.432
H -3.067 2.201 0.159
H 0.610 -0.022 -0.469
H 2.668 0.824 1.451
H 0.341 1.773 1.854
H 1.024 0.870 3.213
H -1.373 0.251 2.779
H -0.923 -0.308 1.172
H -0.941 -2.242 2.680
H 0.061 -1.388 3.849
H 0.710 -4.056 2.753
H 2.754 -4.996 1.761
H 4.335 -3.515 0.567
H 3.845 -1.103 0.387

=====

Respective calculated total energy values: -211718.7979 -381486.9503 -58247.5340 -72551.5133 -47217.6813 -49262.2223 -31890.3661 -81225.4826 -36870.3580 -28082.1175 eV.